Record 1
Here is a structure of composition C57H59BiFN4O2P2 from the Open Molecules 2025 dataset. Energies are from wB97M-V/def2-TZVPD.

## Properties
Highest occupied orbital energy   -0.33994 Ha
Electronic energy   -97248.8557 eV

Structure (ORCA input):
```
! RIJCOSX wB97M-V def2-TZVPD def2/J DEFGRID3
* xyz 1 1
Bi 0.68 -0.40 0.79
C -0.06 4.24 -0.27
N -0.07 4.21 -1.70
C -0.16 2.97 -2.41
P 0.82 1.47 -1.67
C 2.36 2.42 -1.38
C 2.99 2.31 -0.15
C 4.08 3.10 0.16
C 4.52 4.06 -0.74
C 3.89 4.18 -1.97
C 2.82 3.36 -2.29
C 0.92 0.69 -3.33
C 2.02 0.69 -4.17
C 1.96 0.00 -5.38
C 0.81 -0.66 -5.75
C -0.30 -0.65 -4.92
C -0.24 0.02 -3.71
C 0.05 5.41 -2.38
C 0.52 6.56 -1.74
C 0.56 7.77 -2.40
C 0.17 7.87 -3.72
C -0.28 6.74 -4.38
C -0.35 5.52 -3.72
P -0.59 2.66 0.58
C -2.16 2.33 -0.31
C -2.98 3.35 -0.79
C -4.10 3.05 -1.55
C -4.41 1.73 -1.85
C -3.61 0.71 -1.36
C -2.49 1.01 -0.60
C -1.19 3.50 2.11
C -0.23 3.73 3.09
C -0.58 4.30 4.30
C -1.90 4.65 4.54
C -2.86 4.42 3.57
C -2.52 3.84 2.36
H -0.70 5.06 0.08
H 0.95 4.43 0.12
H 0.27 3.11 -3.41
H -1.19 2.63 -2.54
H 2.63 1.59 0.57
H 4.58 3.00 1.12
H 5.35 4.70 -0.49
H 4.22 4.93 -2.67
H 2.36 3.47 -3.26
H 2.92 1.23 -3.91
H 2.83 -0.02 -6.02
H 0.78 -1.19 -6.69
H -1.20 -1.16 -5.21
H -1.09 0.03 -3.05
H 0.86 6.52 -0.72
H 0.91 8.65 -1.88
H 0.21 8.82 -4.24
H -0.60 6.80 -5.41
H -0.75 4.67 -4.25
H -2.75 4.38 -0.59
H -4.72 3.85 -1.93
H -5.27 1.51 -2.46
H -3.85 -0.32 -1.59
H -1.85 0.21 -0.24
H 0.80 3.45 2.90
H 0.17 4.47 5.06
H -2.18 5.09 5.48
H -3.89 4.69 3.76
H -3.28 3.64 1.63
C 1.63 -3.20 4.54
C 0.15 -3.28 4.18
C -0.63 -4.03 5.26
C 0.03 -3.91 2.81
C 0.42 -5.30 2.68
C 0.55 -5.93 1.52
C 0.32 -5.24 0.22
C -0.27 -3.81 0.31
C -1.60 -3.61 -0.43
C -1.49 -3.69 -1.96
C -2.62 -4.65 0.05
C -0.36 -3.22 1.71
N -0.73 -1.87 1.74
C -1.89 -1.51 2.38
C -2.84 -2.44 2.83
C -3.98 -2.05 3.50
C -4.26 -0.71 3.73
C -3.35 0.23 3.29
C -2.20 -0.18 2.66
F -1.31 0.80 2.29
H 1.75 -2.70 5.50
H 2.18 -2.64 3.79
H 2.07 -4.19 4.62
H -0.25 -2.26 4.12
H -0.18 -4.99 5.48
H -1.66 -4.18 4.96
H -0.63 -3.44 6.18
H 0.62 -5.84 3.60
H 0.83 -6.97 1.48
H -0.27 -5.89 -0.44
H -1.97 -2.61 -0.18
H -0.97 -4.58 -2.27
H -0.99 -2.82 -2.38
H -2.50 -3.72 -2.37
H -2.52 -5.57 -0.52
H -3.63 -4.27 -0.08
H -2.48 -4.89 1.10
H -2.66 -3.49 2.66
H -4.68 -2.81 3.84
H -5.16 -0.41 4.24
H -3.51 1.29 3.44
C 3.20 -0.80 -1.43
O 1.91 -0.36 -1.16
H 3.20 -1.83 -1.79
H 3.85 -0.73 -0.55
H 3.62 -0.17 -2.22
N 2.91 -7.25 -0.59
C 3.62 -6.25 -0.02
O 4.75 -6.39 0.38
C 2.91 -4.94 0.12
C 1.58 -4.69 -0.51
C 1.03 -3.25 -0.34
N 1.74 -2.38 0.55
C 2.88 -2.71 1.06
C 3.51 -3.97 0.84
H 3.37 -8.14 -0.69
H 1.98 -7.14 -0.93
H 1.62 -4.99 -1.56
H 0.87 -2.70 -1.27
H 3.35 -2.00 1.72
H 4.48 -4.16 1.28
*
```

Löwdin population analysis, charges in e, atoms 1 to 2: number 1, Bi, carries 1.866; number 2, C, carries -0.314

***

Record 2
Here is an isolated molecule of C21H27ClN4OS from the Open Molecules 2025 dataset. Energies are from wB97M-V/def2-TZVPD.

## Properties
SMILES   Cc1ccc(Cl)cc1NC(=S)N(CCCN1CCOCC1)Cc1ccccn1
Highest occupied orbital energy   -0.29452 Ha
Electronic energy   -53581.2231 eV

Structure (ORCA input):
```
! RIJCOSX wB97M-V def2-TZVPD def2/J DEFGRID3
* xyz 0 1
C 1.40 0.82 -2.56
C 2.33 1.13 -1.42
C 3.57 1.69 -1.67
C 4.46 1.98 -0.65
C 4.10 1.68 0.65
C 2.87 1.11 0.94
C 1.97 0.85 -0.09
N 0.74 0.24 0.15
C 0.07 0.03 1.32
N -0.73 -1.06 1.34
C -1.67 -1.29 2.41
H -1.38 -0.63 3.24
H -1.58 -2.33 2.74
C -3.12 -1.00 2.02
H -3.39 -1.60 1.14
C -3.37 0.48 1.74
N -2.72 0.94 0.52
C -3.48 0.62 -0.67
C -2.67 1.04 -1.90
H -3.24 0.86 -2.82
O -2.37 2.41 -1.89
C -1.69 2.77 -0.71
C -2.46 2.37 0.55
H -1.86 2.61 1.42
H -3.41 2.94 0.59
H -1.56 3.85 -0.75
H -0.70 2.28 -0.68
H -1.74 0.45 -1.94
H -3.67 -0.46 -0.72
H -4.45 1.14 -0.68
H -4.46 0.67 1.70
H -2.96 1.06 2.57
H -3.76 -1.31 2.84
C -0.72 -2.03 0.26
C 0.68 -2.49 -0.06
N 1.07 -2.41 -1.33
C 2.29 -2.78 -1.65
C 3.21 -3.25 -0.72
C 2.81 -3.33 0.61
C 1.53 -2.95 0.94
H 1.18 -3.00 1.97
H 3.50 -3.69 1.36
H 4.20 -3.54 -1.03
H 2.55 -2.70 -2.70
H -1.31 -2.89 0.58
H -1.19 -1.63 -0.66
S 0.21 1.04 2.62
H 0.33 -0.16 -0.68
H 2.61 0.89 1.96
Cl 5.20 2.00 1.94
H 5.42 2.43 -0.86
H 3.85 1.92 -2.69
H 0.48 1.40 -2.49
H 1.88 1.07 -3.51
H 1.15 -0.24 -2.59
*
```

Löwdin population analysis, charges in e, atoms 1 to 2: number 1, C, carries -0.032; number 2, C, carries -0.205

***

Record 3
Here is an isolated molecule of C3H4BrF from the Open Molecules 2025 dataset. Energies are from wB97M-V/def2-TZVPD.

## Properties
Highest occupied orbital energy (spin up / spin down)   -0.16356 / -0.34367 Ha
Electronic energy   -75928.3724 eV

Structure (ORCA input):
```
! RIJCOSX wB97M-V def2-TZVPD def2/J DEFGRID3
* xyz 0 3
C -0.78 1.19 -0.35
C -0.60 -0.04 0.14
C 0.78 -0.88 0.26
F -1.80 -0.74 0.35
Br 2.26 0.31 0.45
H -1.86 1.33 -0.47
H 0.09 1.83 -0.56
H 0.98 -1.79 0.93
H 0.94 -1.22 -0.75
*
```

Löwdin population analysis, charges in e, atoms 1 to 2: number 1, C, carries 0.060; number 2, C, carries -0.346

***

Record 4
Here is a structure of composition C21H16MoN4OS4Sb from the Open Molecules 2025 dataset. Energies are from wB97M-V/def2-TZVPD.

## Properties
Highest occupied orbital energy (spin up / spin down)   -0.13634 / -0.14920 Ha
Electronic energy   -81783.5103 eV

Structure (ORCA input):
```
! RIJCOSX wB97M-V def2-TZVPD def2/J DEFGRID3
* xyz -1 3
Mo -3.91 -0.19 -3.57
C 6.72 0.19 5.31
O 5.39 -0.19 5.58
C 4.50 -0.14 4.56
C 3.19 -0.52 4.86
C 2.22 -0.51 3.89
C 2.52 -0.10 2.59
C 3.82 0.29 2.30
C 4.81 0.27 3.27
C 1.45 -0.10 1.58
N 0.17 -0.15 1.85
C -0.45 -0.14 0.62
C 0.47 -0.09 -0.39
N 1.69 -0.05 0.24
C 0.12 -0.07 -1.78
C 1.01 0.05 -2.85
C 0.52 0.09 -4.13
C -0.86 0.02 -4.34
N -1.71 -0.10 -3.33
C -1.25 -0.14 -2.07
C -2.24 -0.20 -1.00
N -3.53 -0.23 -1.38
C -4.48 -0.17 -0.46
C -4.18 -0.13 0.91
C -2.86 -0.15 1.31
C -1.86 -0.18 0.34
H 7.27 0.08 6.25
H 6.78 1.24 4.99
H 7.17 -0.44 4.55
H 2.97 -0.83 5.88
H 1.20 -0.80 4.12
H 4.07 0.64 1.31
H 5.81 0.59 3.01
H 2.59 -0.06 -0.20
H 2.08 0.12 -2.67
H 1.18 0.19 -4.98
H -1.30 0.07 -5.32
H -5.49 -0.13 -0.83
H -4.98 -0.09 1.62
H -2.59 -0.12 2.36
S -3.88 2.64 -2.84
Sb -5.49 2.18 -4.46
S -6.36 0.19 -3.43
S -4.07 0.84 -5.84
S -6.89 3.71 -5.32
C -3.80 -2.06 -3.94
H -4.66 -2.64 -4.29
H -2.90 -2.68 -3.85
*
```

Löwdin population analysis, charges in e, atoms 1 to 2: number 1, Mo, carries 0.718; number 2, C, carries -0.088